<P>
A cluster of 2 separate species, C3H9O3 in total, computed with ωB97M-V/def2-TZVPD.

**Total charge**: -1
**Frontier orbital gap**: 0.25426 Eh

Positions of all 15 atoms, in Å:
C: 0.7465 -0.0450 0.5319
O: 0.9196 0.9564 -0.3918
C: -0.7349 -0.2402 0.8369
C: -1.4971 -0.5799 -0.4156
O: -2.9157 -0.5796 -0.0973
H: 1.1197 -1.0279 0.2172
H: 1.2751 0.1423 1.4833
H: -1.1374 0.6694 1.2543
H: -0.8087 -1.0469 1.5805
H: -1.2317 0.2021 -1.1170
H: -1.2792 -1.5933 -0.7721
H: -3.4034 -0.6727 -0.9194
H: 3.6212 1.8783 -0.7494
H: 1.9536 0.9872 -0.7363
O: 3.3726 0.9499 -0.7052

<Q>
A structure of composition C3H9O3, computed with ωB97M-V/def2-TZVPD.

**Total charge**: -1
**Frontier orbital gap**: 0.23158 Eh

Positions of all 15 atoms, in Å:
C: 0.9987 -0.2993 0.9155
C: 0.0418 0.5926 -0.1492
O: -1.3558 0.1332 -0.6127
C: 1.7753 -1.6667 0.4170
O: 2.9943 -1.8321 0.8836
H: 0.4248 -0.5482 1.8275
H: 1.9252 0.2390 0.7484
H: -0.9316 0.8910 0.3465
H: 0.3523 1.7165 0.1993
H: 0.8422 0.2790 -0.8169
H: 1.0285 -2.3854 0.7431
H: 1.8428 -1.6659 -0.7083
H: -4.3131 2.1010 -1.6059
H: -2.1739 0.6782 -0.8935
O: -3.4514 1.7670 -1.2945

Most stable of them? <P>.

<P>
The molecule C3H5F2N, computed with ωB97M-V/def2-TZVPD.

**Total charge**: 0
**SMILES string**: [H]/N=C(/C)C(F)F
**Frontier orbital gap**: 0.39930 Eh

Positions of all 11 atoms, in Å:
C: 0.0078 -0.3374 0.2962
C: 1.4181 -0.3503 -0.0985
C: -0.9299 0.7777 -0.4102
N: -0.3929 -1.1817 1.1259
F: -2.0287 1.0707 0.3017
F: -0.3085 1.9316 -0.6159
H: 1.8315 0.1439 0.6889
H: 1.4371 0.2655 -1.0879
H: 1.6096 -1.4092 -0.1439
H: -1.3028 0.3277 -1.3997
H: -1.3413 -1.2384 1.3434

<Q>
The molecule C3H5F2N, computed with ωB97M-V/def2-TZVPD.

**Total charge**: 0
**SMILES string**: NCC=C(F)F
**Frontier orbital gap**: 0.38210 Eh

Positions of all 11 atoms, in Å:
C: 0.5977 0.6191 0.3089
C: -0.7049 -0.1617 0.2793
C: -0.7660 -1.4737 0.4146
H: 0.9672 0.6005 -1.6889
H: 0.2295 1.9537 -1.1760
H: 1.4419 -0.0485 0.5952
H: 0.5499 1.3728 1.1020
H: -1.6411 0.3333 0.1037
N: 0.9513 1.2666 -0.9416
F: 0.2645 -2.2789 0.6351
F: -1.8899 -2.1833 0.3677

Most stable of them? <Q>.